No. 1
Computed, not measured: a cluster of 2 separate species, C54H63N4O2 in total, with the ωB97M-V functional and the def2-TZVPD basis.

Cartesian coordinates (Å):
C 3.36762 0.65990 -1.97268
C 4.48943 0.53118 -0.95781
C 4.45183 -0.85839 -0.31699
C 5.78288 0.67948 -1.77749
C 4.44826 1.59358 0.18432
C 5.65774 1.75414 0.87217
C 5.90863 2.89744 1.61145
C 4.87482 3.80367 1.82972
C 3.56809 3.52001 1.44273
C 2.43117 4.44887 1.98184
C 1.78358 5.24648 0.85186
C 2.95692 5.51574 2.95391
C 1.42611 3.61757 2.77750
C 3.34753 2.38248 0.60219
N 2.00299 2.08344 0.12738
C 1.10184 1.10060 0.49567
C 1.31853 0.04503 1.36398
C 0.44304 -0.75742 2.17782
C -0.64290 -0.23373 2.92418
C -1.54631 -1.08735 3.52743
C -1.30563 -2.47929 3.45763
N -2.40116 -3.37114 3.49587
O -2.12636 -4.60245 3.34710
O -3.56559 -2.93411 3.60854
C -0.07060 -2.99081 3.01074
C 0.77904 -2.13596 2.33944
N 0.00657 1.30663 -0.33020
C -1.21801 0.57064 -0.23926
C -2.34651 1.10322 0.43676
C -2.63987 2.56383 0.90573
C -3.86063 3.07989 0.12818
C -1.51780 3.56323 0.70845
C -2.97850 2.55554 2.40640
C -3.38662 0.20932 0.73316
C -3.19284 -1.16129 0.63418
C -2.01836 -1.64659 0.06896
C -1.17372 -0.78720 -0.63508
C -0.24384 -1.41462 -1.72312
C -0.88132 -2.67842 -2.27917
C 1.06995 -1.87161 -1.09727
C 0.00584 -0.51583 -2.93020
C 0.34306 2.29170 -1.25547
C -0.46531 2.69853 -2.40498
C -1.78425 2.26055 -2.69360
C -2.38006 2.59784 -3.91018
C -1.69386 3.39201 -4.83622
C -0.40190 3.85415 -4.55062
C 0.20396 3.52295 -3.34109
N 1.54394 2.77614 -0.99558
H 3.30668 1.66531 -2.39857
H 3.53609 -0.05486 -2.79095
H 2.40615 0.40784 -1.53094
H 5.33477 -1.03145 0.31248
H 3.56452 -0.95997 0.32156
H 4.40942 -1.64069 -1.08776
H 6.68932 0.47176 -1.19956
H 5.76396 -0.01624 -2.62647
H 5.85323 1.69642 -2.18264
H 6.43872 0.99674 0.76950
H 6.90345 3.09394 2.01240
H 5.10194 4.72499 2.36584
H 1.45987 4.63408 0.01387
H 0.91718 5.79769 1.23823
H 2.50567 5.97216 0.45701
H 3.48411 5.07605 3.80818
H 3.61931 6.22916 2.44954
H 2.10698 6.08807 3.34947
H 1.87786 3.29058 3.72402
H 0.53158 4.21214 3.00057
H 1.13147 2.71282 2.24391
H 2.38453 -0.04219 1.61664
H -0.74174 0.85078 3.00521
H -2.46382 -0.74487 4.00005
H 0.13677 -4.05246 3.13485
H 1.71653 -2.51139 1.91740
H -4.75372 2.48018 0.33345
H -4.07083 4.11941 0.41179
H -3.66220 3.05205 -0.95043
H -0.58256 3.21505 1.15840
H -1.35503 3.79459 -0.34895
H -1.77903 4.50686 1.21132
H -2.12772 2.19780 2.99846
H -3.21380 3.57555 2.74075
H -3.84052 1.91811 2.63333
H -4.33396 0.57685 1.13303
H -3.96249 -1.83951 1.00132
H -1.78885 -2.71494 0.13258
H -1.92446 -2.52964 -2.57897
H -0.32912 -3.04406 -3.15623
H -0.82728 -3.48376 -1.54653
H 1.56804 -1.03309 -0.60873
H 0.89905 -2.63307 -0.32368
H 1.75454 -2.28186 -1.85607
H 0.56390 0.38442 -2.67435
H 0.59929 -1.06488 -3.67697
H -0.94409 -0.21999 -3.38984
H -2.31983 1.62643 -1.98756
H -3.38269 2.22515 -4.12624
H -2.17283 3.64608 -5.78384
H 0.14253 4.46764 -5.26802
H 1.21465 3.85009 -3.08967
C -3.70595 -5.47419 1.05353
C -5.14388 -4.85252 1.17835
C -5.16810 -3.84139 0.07644
C -3.99004 -3.84982 -0.64893
C -3.03948 -4.73462 -0.07553
C -1.92874 -5.34385 -0.77142
C -1.97852 -5.53139 -2.18173
C -0.94719 -6.18994 -2.83954
C 0.14810 -6.67347 -2.11259
C 0.22398 -6.47093 -0.72700
C -0.80285 -5.81874 -0.05460
H -3.15013 -5.36080 1.99987
H -3.76043 -6.55806 0.84857
H -5.90265 -5.63983 1.06439
H -5.26668 -4.40136 2.17356
H -6.02541 -3.19465 -0.11066
H -3.77513 -3.23997 -1.52530
H -2.84817 -5.15670 -2.73056
H -1.00671 -6.32761 -3.92140
H 0.94171 -7.21200 -2.62898
H 1.08341 -6.83522 -0.16399
H -0.77409 -5.65034 1.02706

Computed properties:
Orbital gap = 3.995 eV
Net charge = +1
Highest occupied orbital energy = -9.124 eV
Maximum force = 0.06723 hartree/bohr

Löwdin atomic charge list, values in e, 6 entries: -0.0574, -0.5209, -0.0368, -0.0520, -0.0779, -0.0405

No. 2
Computed, not measured: a structure of composition C54H65CsN5O10PS3, with the ωB97M-V functional and the def2-TZVPD basis.

Cartesian coordinates (Å):
Cs -0.11387 0.31041 0.72386
C -5.98500 1.28494 -1.93378
C -4.79621 0.56574 -1.97562
C -3.63020 1.10841 -1.45370
C -3.66284 2.39521 -0.90825
C -4.85657 3.10367 -0.84552
C -6.01685 2.54556 -1.36547
N -2.50985 3.06689 -0.38967
N -1.46885 2.58313 -0.83670
C -0.21222 3.20332 -0.36823
C -0.26728 4.25394 0.54736
C 0.92002 4.81648 0.98440
C 2.12377 4.30864 0.49779
C 2.11865 3.24725 -0.40505
C 0.95623 2.61959 -0.88143
H -6.89284 0.84483 -2.33088
H -4.75934 -0.43368 -2.39657
H -2.71740 0.53398 -1.47418
H -4.84658 4.08519 -0.38932
H -6.95028 3.09553 -1.31749
H -1.21778 4.62380 0.91024
H 0.90025 5.62734 1.70299
H 3.06747 4.73084 0.83530
H 3.10637 2.90528 -0.73693
O 0.31743 1.57793 8.19622
C -0.45481 0.75416 7.63972
O -1.36220 0.04412 8.13248
C -0.22683 0.58575 6.10634
C 0.81453 1.24503 5.47080
C 1.02549 1.02419 4.12065
N 0.27671 0.22044 3.37114
C -0.76258 -0.38773 3.96695
C -1.03819 -0.22688 5.31744
C -1.70263 -1.26394 3.10178
O -2.73365 -1.68494 3.66222
O -1.34735 -1.46735 1.91461
H 1.45038 1.90436 6.04742
H 1.85221 1.51960 3.61049
H -1.88002 -0.72957 5.77589
C -4.10344 -6.37969 -0.73187
C -3.06388 -6.32512 0.37941
C -2.14319 -5.10545 0.26858
N -2.82749 -3.85779 0.59762
C -3.24923 -2.93344 -0.26853
S -2.90652 -2.90001 -1.90696
N -4.01306 -1.92638 0.28782
C -4.96310 -1.94051 1.30080
O -5.55707 -0.92151 1.58440
C -5.36759 -3.27372 1.87380
C -5.07747 -3.61782 3.18976
C -5.50757 -4.84427 3.68039
C -6.23310 -5.71341 2.87803
C -6.53525 -5.35713 1.57128
C -6.10062 -4.13926 1.06920
H -4.76191 -7.24887 -0.62396
H -3.62222 -6.43529 -1.71159
H -4.72700 -5.48682 -0.73348
H -2.44451 -7.23087 0.35538
H -3.54691 -6.32012 1.36277
H -1.74902 -5.00569 -0.73730
H -1.28795 -5.18028 0.94531
H -2.83846 -3.56281 1.56165
H -3.99723 -1.04873 -0.19396
H -4.49432 -2.93334 3.79539
H -5.26723 -5.11427 4.70329
H -6.56686 -6.66695 3.27202
H -7.10459 -6.02853 0.93700
H -6.31742 -3.85996 0.04242
O 3.52896 -1.27596 0.49138
S 3.66408 -0.09763 -0.40096
C 5.40312 0.35499 -0.30752
C 5.85132 1.50338 -0.94565
C 7.18627 1.86163 -0.83434
C 8.05492 1.08366 -0.08060
C 7.59089 -0.05357 0.56659
C 6.25748 -0.42449 0.45701
C 3.64882 -0.74978 -2.06610
C 3.42138 0.11826 -3.12371
C 3.38271 -0.39397 -4.41340
C 3.54090 -1.75576 -4.62438
C 3.74588 -2.61642 -3.55130
C 3.80399 -2.11497 -2.26048
H 5.16291 2.12003 -1.51882
H 7.54685 2.75804 -1.32915
H 9.09625 1.37188 0.01048
H 8.26687 -0.65358 1.16695
H 5.85305 -1.29619 0.96190
H 3.24548 1.17587 -2.93015
H 3.19757 0.26960 -5.25331
H 3.48099 -2.15458 -5.63047
H 3.84929 -3.68268 -3.71934
H 3.94130 -2.75532 -1.39502
C -2.73357 0.36061 -6.27567
C -1.54710 0.19320 -5.33310
C -1.52045 1.24188 -4.22415
S -0.71277 2.79702 -4.67523
O -0.81956 2.91094 -6.16262
C 0.96841 2.26055 -4.31564
C 1.98519 3.25536 -4.87141
C 2.05731 4.54219 -4.06097
H -2.73690 -0.41588 -7.04793
H -2.69727 1.33460 -6.76420
H -3.67593 0.28550 -5.72308
H -0.61068 0.22729 -5.89978
H -1.58578 -0.78665 -4.85357
H -1.04749 0.82471 -3.32513
H -2.53606 1.52962 -3.93819
H 1.10279 1.26027 -4.73686
H 1.00340 2.21096 -3.21611
H 1.74154 3.46472 -5.91866
H 2.97245 2.77150 -4.88379
H 1.08230 5.03805 -4.01161
H 2.76948 5.24755 -4.50137
H 2.34860 4.34649 -3.02877
C 3.63666 -3.71242 4.40302
C 3.66429 -3.19284 2.97636
O 2.60531 -3.76687 2.18241
P 1.20898 -2.85996 2.14442
O 0.45239 -3.72316 0.96497
C 0.89047 -3.47914 -0.37481
C 1.77047 -4.63862 -0.79844
O 0.39594 -3.41104 3.41888
C -0.54568 -4.48616 3.47189
C -1.15188 -4.52433 4.85857
H 4.51337 -3.34567 4.94991
H 3.65456 -4.80433 4.42491
H 2.74521 -3.37301 4.93130
H 4.60456 -3.45568 2.48397
H 3.59198 -2.09962 2.95287
H 1.43001 -2.52432 -0.41364
H 0.01015 -3.38377 -1.01295
H 2.67028 -4.68192 -0.18258
H 2.05083 -4.55176 -1.85285
H 1.22382 -5.57739 -0.67789
H -0.05104 -5.42692 3.21588
H -1.32192 -4.29458 2.73425
H -0.37916 -4.69565 5.61435
H -1.88658 -5.33080 4.93207
H -1.64936 -3.57931 5.06973

Computed properties:
Orbital gap = 6.023 eV
Net charge = -2
Energy above the lowest of the compared OMol25 structures with the same formula, charge and spin = 28.5 kcal per mole
Highest occupied orbital energy = -2.859 eV
Maximum force = 0.04227 hartree/bohr

Löwdin atomic charge list, values in e, 6 entries: 1.2486, -0.0935, -0.0987, -0.0616, -0.2346, -0.0280

No. 3
Computed, not measured: a cluster of 11 separate species, C54H66Cl10N6O10 in total, with the ωB97M-V functional and the def2-TZVPD basis.

Cartesian coordinates (Å):
C -0.00104 -4.32443 -3.62376
N 0.17689 -4.18206 -2.16475
C 0.80584 -3.09094 -1.70803
C 0.88041 -2.81901 -0.26834
C 0.20256 -3.71155 0.56682
C -0.37691 -4.75064 0.05816
C -0.34271 -4.99700 -1.25948
C 0.20725 -3.59672 2.14269
C 1.23871 -2.80321 2.67340
C 1.23246 -2.53899 4.02807
N 0.29381 -3.08496 4.81998
C -0.64598 -3.99520 4.41984
C -0.68850 -4.22010 3.02468
C 0.47028 -2.76144 6.29274
H 0.62408 -3.70479 -4.26670
H -1.04109 -4.16541 -3.90855
H 0.04490 -5.39873 -3.80225
H 1.12177 -2.40670 -2.48160
H 1.25019 -1.90280 0.16783
H -0.74143 -5.52025 0.72240
H -0.92014 -5.83285 -1.62598
H 2.06906 -2.43740 2.08766
H 2.04620 -2.04347 4.53668
H -1.27886 -4.39050 5.20061
H -1.38779 -4.97184 2.68961
H 1.25764 -3.43698 6.62710
H -0.44755 -3.00055 6.82989
H 0.53257 -1.68610 6.45963
C -3.42158 2.43873 3.26306
N -3.57718 1.05859 2.74948
C -2.93546 0.06136 3.40849
C -3.19325 -1.26712 2.88102
C -4.04933 -1.49990 1.85027
C -4.72403 -0.40795 1.26714
C -4.50065 0.85299 1.76826
C -4.27549 -2.84456 1.27595
C -4.34514 -3.09962 -0.13887
C -4.48010 -4.42297 -0.56884
N -4.44796 -5.42472 0.29940
C -4.27812 -5.17954 1.61258
C -4.29228 -3.94059 2.13141
C -4.93699 -6.83904 -0.19425
H -4.40236 2.89451 3.12727
H -2.52379 2.80139 2.76251
H -3.24096 2.26932 4.32455
H -2.29787 0.34527 4.23267
H -2.75478 -2.14258 3.33676
H -5.43089 -0.54544 0.46225
H -5.20714 1.62980 1.51557
H -4.20803 -2.18698 -0.69985
H -4.57763 -4.67443 -1.61462
H -4.34468 -6.03148 2.27302
H -4.30291 -3.75533 3.19535
H -4.11452 -7.25753 -0.77434
H -5.75915 -6.75022 -0.90437
H -5.03965 -7.38515 0.74347
Cl -0.99427 1.83575 6.95441
O -0.67522 3.26189 7.01216
O -0.41461 1.17767 8.08655
O -2.42538 1.62775 6.86748
O -0.44749 1.20764 5.75799
Cl -0.37865 0.72975 0.01297
O -1.11753 1.96910 -0.03101
O 0.58106 0.62951 1.12287
O -1.26383 -0.38564 0.03714
O 0.28608 0.77495 -1.22908
Cl 4.37618 0.71808 -4.47613
C 3.19237 0.91753 -5.90165
C 2.34208 -0.36734 -6.19044
Cl 1.49430 -0.73921 -4.69987
H 3.60720 1.24979 -6.85328
H 2.61985 1.77602 -5.55051
H 3.03112 -1.15861 -6.48576
H 1.54790 -0.22828 -6.92395
Cl 1.27431 4.70861 2.67727
C 0.87453 3.23479 3.63956
C 2.11204 2.28730 3.59228
Cl 3.43346 2.54010 4.75402
H -0.12581 2.98273 3.28756
H 0.83281 3.51545 4.69198
H 2.52940 2.34891 2.58723
H 1.75480 1.27304 3.77044
Cl -5.65953 -0.19253 -2.24198
C -4.12641 0.11126 -3.12238
C -3.26035 1.31105 -2.53039
Cl -4.03161 2.89253 -2.87094
H -4.47670 0.28040 -4.14061
H -3.50219 -0.78129 -3.16486
H -2.26094 1.55848 -2.88824
H -3.13991 1.20466 -1.45230
Cl -1.93248 5.84320 2.67388
C -2.16437 5.66431 0.81675
C -3.19098 6.59523 0.27387
Cl -2.94831 6.51130 -1.55095
H -2.43300 4.64675 0.53299
H -1.25570 5.95223 0.28807
H -2.97408 7.57826 0.69184
H -4.26184 6.57315 0.47604
C -1.25702 -1.17348 -8.41307
C -2.61858 -0.73308 -7.85422
C -2.64826 -0.28540 -6.36434
C -1.99852 -1.20712 -5.41332
N -1.42923 -1.87480 -4.60555
H -0.64857 -0.29649 -8.63398
H -1.36282 -1.69082 -9.36663
H -0.68257 -1.90709 -7.84746
H -3.37601 -1.51646 -7.88103
H -2.86670 0.10241 -8.50882
H -3.69672 -0.23693 -6.07026
H -2.11987 0.66605 -6.30407
C 0.77533 5.80613 -3.03680
C 1.29333 4.33033 -3.09475
C 0.21388 3.29543 -3.25703
C -0.41696 3.40093 -4.59968
N -0.90364 3.47523 -5.65495
H -0.05622 5.89426 -2.33762
H 0.46907 6.30282 -3.95746
H 1.54629 6.49888 -2.69943
H 1.82901 4.01571 -2.19911
H 2.09327 4.21315 -3.82583
H -0.51772 3.26088 -2.44977
H 0.74473 2.34977 -3.36669
C 4.26176 1.55193 -1.19781
C 5.51962 1.95066 -1.55384
C 6.60646 1.96549 -0.68729
C 6.42841 1.56524 0.63606
C 5.14759 1.10746 1.05191
C 4.10226 1.03063 0.09975
C 4.93971 0.44405 2.35397
O 3.93868 -0.13494 2.62649
C 6.12383 0.52972 3.32100
C 5.96486 0.05817 4.60198
C 6.96798 0.28982 5.53391
C 8.18794 0.92268 5.21936
C 8.36904 1.31226 3.92021
C 7.34444 1.18794 2.98148
C 7.64817 1.62487 1.56070
O 8.78389 2.00554 1.25112
H 3.47134 1.48948 -1.93111
H 5.79185 2.02429 -2.59637
H 7.58538 2.28212 -1.01570
H 3.10021 0.75534 0.39387
H 5.02506 -0.37819 4.90657
H 6.74789 0.11574 6.57682
H 8.93463 1.25650 5.92464
H 9.29381 1.79446 3.63972

Computed properties:
Orbital gap = 4.541 eV
Net charge = +2
Highest occupied orbital energy = -12.082 eV
Maximum force = 0.11868 hartree/bohr

Löwdin atomic charge list, values in e, 6 entries: 0.0086, -0.0524, 0.0956, 0.1216, -0.1321, -0.0411

Among the records above, which one has the lowest orbital gap?
C54H63N4O2

Which of these has the highest maximum force?
C54H66Cl10N6O10

Number 3 is which compound?
C54H66Cl10N6O10